1.
Formula: C8H8O3
Source: OMol25
Level of theory: ωB97M-V/def2-TZVPD

Output
Orbital gap: 8.664 eV
Max |F|: 7.20 eV/A
Electronic energy: -535.19567 Eh
LUMO energy: -0.21 eV

Positions of all 19 atoms, in Å:
C (0.6494, -1.4700, 2.6648)
C (1.0638, -1.2162, 1.1508)
C (0.4548, -0.1229, 0.2629)
C (-0.7184, 0.6821, 0.6131)
C (-1.2592, 1.4244, -0.4049)
C (-0.9494, 1.2019, -1.7707)
C (0.1773, 0.4294, -2.0626)
C (0.8345, -0.1834, -0.9707)
H (1.1799, -2.5279, 3.1048)
H (-0.3664, -1.7366, 2.9597)
H (0.9188, -0.4858, 3.3584)
H (-1.0513, 0.9723, 1.5112)
H (-2.9304, 2.5896, -0.7781)
H (-1.4465, 1.7049, -2.5448)
H (1.1552, -1.1365, -2.9025)
H (1.9159, -0.5016, -1.2965)
O (2.1271, -1.7475, 0.6513)
O (-2.4004, 2.1583, -0.1738)
O (0.6453, -0.0344, -3.3724)

Results of the Löwdin charge analysis, in e, for atoms 1 through 8: -0.045 -0.281 -0.160 0.063 -0.280 0.059 -0.252 -0.080

***

2.
Formula: C21H29Cl3CsIN5O3P2SbSe4Si
Source: OMol25
Level of theory: ωB97M-V/def2-TZVPD

Output
Orbital gap: 4.980 eV
Max |F|: 1.59 eV/A
Net charge: -2
Electronic energy: -13834.19715 Eh
LUMO energy: 3.24 eV

Positions of all 71 atoms, in Å:
Cs (-0.4062, 0.1192, -0.2315)
N (1.4717, 1.5741, 3.4726)
P (2.1940, 1.0399, 1.9695)
C (3.3587, 2.4061, 1.6024)
C (3.4994, 3.5440, 2.3852)
C (4.3834, 4.5470, 2.0077)
C (5.1319, 4.4148, 0.8469)
C (4.9887, 3.2798, 0.0579)
C (4.1006, 2.2824, 0.4281)
C (3.3542, -0.1920, 2.6772)
C (4.0554, -0.0291, 3.8714)
C (4.9178, -1.0185, 4.3144)
C (5.1056, -2.1685, 3.5550)
C (4.4300, -2.3271, 2.3548)
C (3.5504, -1.3438, 1.9198)
C (0.2718, 2.2510, 3.3706)
C (-0.6368, 2.3286, 4.4343)
C (-1.8031, 3.0347, 4.2425)
C (-2.0450, 3.6477, 3.0172)
C (-1.0908, 3.5051, 2.0285)
N (0.0463, 2.8308, 2.1916)
H (1.5559, 0.9472, 4.2574)
H (2.9076, 3.6484, 3.2869)
H (4.4833, 5.4362, 2.6195)
H (5.8188, 5.1992, 0.5518)
H (5.5565, 3.1705, -0.8576)
H (3.9765, 1.4095, -0.2076)
H (3.9395, 0.8831, 4.4478)
H (5.4561, -0.8906, 5.2465)
H (5.7869, -2.9376, 3.8988)
H (4.5791, -3.2113, 1.7483)
H (3.0249, -1.4663, 0.9770)
H (-0.4280, 1.8200, 5.3668)
H (-2.5358, 3.0940, 5.0381)
H (-2.9623, 4.1852, 2.8237)
H (-1.2400, 3.9354, 1.0435)
Se (3.2799, -4.3283, -2.6785)
Sb (2.0976, -2.3016, -3.3113)
Se (2.9609, -0.2434, -2.1787)
Se (-0.3217, -2.3733, -2.6266)
Se (2.0840, -1.7839, -5.7545)
N (-0.6247, -3.5925, 0.5302)
C (-0.7259, -2.8217, 1.6173)
O (-0.2934, -1.6802, 1.6975)
C (-1.4858, -3.4711, 2.7667)
I (-0.9872, -2.6221, 4.6456)
H (-0.2813, -3.2182, -0.3682)
H (-1.0656, -4.4944, 0.5041)
H (-1.2902, -4.5372, 2.8337)
H (-2.5521, -3.2957, 2.6308)
Cl (-5.9782, -0.5255, -0.4343)
Si (-3.9888, -1.0630, 0.5324)
Cl (-3.3212, 1.0453, 0.7889)
Cl (-4.7326, -1.3427, 2.5272)
N (-4.0137, 1.1175, -2.3865)
C (-3.0400, 0.2892, -3.1629)
P (-1.7013, 1.5231, -3.5127)
O (-2.4880, 2.6473, -4.1212)
O (-0.9337, 1.7023, -2.2320)
C (-0.6273, 0.6832, -4.7278)
N (0.8011, 0.9042, -4.4359)
H (-4.1229, 1.9999, -2.9103)
H (-3.6096, 1.3481, -1.4647)
H (-4.9023, 0.6523, -2.1853)
H (-3.5173, -0.0243, -4.0901)
H (-2.7324, -0.5746, -2.5773)
H (-0.8442, 1.0076, -5.7448)
H (-0.7889, -0.3965, -4.6499)
H (1.0746, 0.6839, -3.4537)
H (1.0983, 1.8626, -4.5966)
H (1.3926, 0.2125, -5.0242)

Results of the Löwdin charge analysis, in e, for atoms 1 through 8: 0.762 -0.124 1.024 -0.348 -0.102 -0.108 -0.111 -0.082

***

3.
Formula: H8O4
Source: OMol25
Level of theory: ωB97M-V/def2-TZVPD

Output
Orbital gap: 11.739 eV
Max |F|: 0.33 eV/A
Electronic energy: -305.73887 Eh
SMILES: O.O.O.O
LUMO energy: 0.44 eV

Positions of all 12 atoms, in Å:
O (-22.4560, -1.8920, 19.1325)
H (-21.7703, -1.3990, 19.5831)
H (-23.2407, -1.7507, 19.6622)
O (-22.5660, -6.7330, 19.2738)
H (-23.4515, -7.0789, 19.1617)
H (-22.5885, -5.8745, 18.8510)
O (-22.3807, -2.6309, 14.7154)
H (-22.4595, -2.6052, 15.6690)
H (-23.2323, -2.9462, 14.4127)
O (-18.1473, -2.8628, 13.5023)
H (-17.9535, -3.5199, 12.8338)
H (-19.0635, -3.0173, 13.7323)

Results of the Löwdin charge analysis, in e, for atoms 1 through 8: -0.054 0.031 0.028 -0.053 0.027 0.025 -0.052 0.024

***

4.
Formula: C25H26EuN5O6S
Source: OMol25
Level of theory: ωB97M-V/def2-TZVPD

Output
Orbital gap (alpha / beta): 4.457 / 5.278 eV
Max |F|: 3.88 eV/A
Multiplicity: 8
Net charge: -1
<S²>: 15.760
Electronic energy: -2802.15370 Eh
LUMO energy (alpha / beta): 1.36 / 1.36 eV

Positions of all 64 atoms, in Å:
Eu (0.2916, -2.8395, -0.6830)
N (1.7464, -4.4731, 0.9050)
C (3.2221, -4.4993, 0.8952)
C (3.5416, -3.3303, -0.0042)
O (3.7336, -2.1887, 0.4691)
N (3.4695, -3.6102, -1.3521)
C (3.6078, -2.3886, -2.0494)
C (2.3582, -1.5410, -2.0304)
O (1.2696, -2.2142, -2.4250)
O (2.3015, -0.3189, -1.7883)
H (1.3221, -4.1561, 1.7603)
H (1.3725, -5.4018, 0.6996)
H (3.5645, -5.4768, 0.4915)
H (3.5783, -4.3266, 1.9087)
H (3.9429, -2.5876, -3.0498)
H (4.3347, -1.8755, -1.4064)
O (-3.2485, -5.1623, -1.5520)
C (-2.3680, -4.2867, -1.5671)
O (-1.1986, -4.4858, -1.0086)
C (-2.6469, -2.9760, -2.2144)
C (-3.9760, -2.7685, -2.6881)
C (-4.1984, -1.5512, -3.3005)
C (-3.1267, -0.6744, -3.5213)
C (-3.2925, 0.5861, -4.1872)
C (-2.2156, 1.4084, -4.4920)
C (-0.9199, 1.0368, -4.0426)
C (-0.6933, -0.1575, -3.3671)
C (-1.8185, -0.9825, -3.0844)
N (-1.6860, -2.1064, -2.3280)
H (-4.7299, -3.5568, -2.5683)
H (-5.1622, -1.2846, -3.7578)
H (-4.3381, 0.8034, -4.4896)
H (-2.3837, 2.2481, -5.0996)
H (-0.0849, 1.6603, -4.3773)
H (0.2897, -0.3428, -2.9712)
C (-1.3237, 4.2349, -0.2097)
C (-1.6415, 2.7672, 0.1613)
C (-1.6131, 2.4621, 1.6361)
N (-1.4357, 1.0310, 1.8598)
C (-0.3363, 0.2961, 1.7028)
S (-0.4982, -1.4107, 1.6147)
N (0.9315, 0.7705, 1.4631)
C (1.5577, 1.9893, 1.8288)
O (2.3397, 2.5703, 1.0496)
C (1.4594, 2.4944, 3.2245)
C (2.1093, 3.7164, 3.4390)
C (2.1802, 4.3034, 4.6786)
C (1.6631, 3.6134, 5.7956)
C (1.0990, 2.3539, 5.6098)
C (0.9330, 1.8181, 4.3362)
H (-1.2705, 4.2738, -1.2867)
H (-0.3528, 4.4887, 0.2078)
H (-2.0073, 4.9958, 0.1615)
H (-0.9742, 2.1222, -0.4203)
H (-2.6252, 2.4986, -0.2169)
H (-2.5892, 2.6943, 2.1019)
H (-0.8007, 3.0613, 2.1063)
H (-2.2757, 0.4602, 1.7772)
H (1.4409, 0.1876, 0.8255)
H (2.6134, 4.1606, 2.5878)
H (2.6983, 5.2394, 4.8360)
H (1.7130, 4.1142, 6.7391)
H (0.7338, 1.6862, 6.3886)
H (0.4129, 0.8273, 4.2786)

Results of the Löwdin charge analysis, in e, for atoms 1 through 8: 1.392 -0.075 -0.196 -0.631 -0.082 -0.003 -0.256 -0.629

***

5.
Formula: C4H6N2O
Source: OMol25
Level of theory: ωB97M-V/def2-TZVPD

Output
Orbital gap: 9.093 eV
Max |F|: 3.22 eV/A
Electronic energy: -340.70639 Eh
SMILES: N[C@@H]1NC=CC1=O
LUMO energy: 0.67 eV

Positions of all 13 atoms, in Å:
N (-1.2501, 1.6072, 0.1303)
C (-0.4014, 0.4957, -0.1445)
N (-0.9206, -0.7614, 0.2564)
C (0.0950, -1.6682, 0.2645)
C (1.2866, -1.0664, -0.0116)
C (1.0894, 0.3937, -0.0882)
O (1.8325, 1.3464, -0.3180)
H (-1.1047, 2.2930, -0.5950)
H (-1.0207, 2.0623, 1.0129)
H (0.1692, 0.5072, -1.2637)
H (-1.9002, -0.9422, 0.4257)
H (-0.1171, -2.7201, 0.4496)
H (2.2421, -1.5472, -0.1182)

Results of the Löwdin charge analysis, in e, for atoms 1 through 8: 0.092 -0.355 0.049 -0.100 -0.009 -0.460 0.000 0.080

***

Energy relative to the best compared isomer or geometry (same formula, charge and spin) per entry: 123.0; 27.5; 25.3; 0.0; 55.5 kcal/mol
M per entry: 152.15; 1293.30; 72.06; 676.54; 98.10 g mol⁻¹